(1)
{"formula": "C46H41AsFeNOPSe2", "method": "the ωB97M-V functional and the def2-TZVPD basis", "gap_ev": [5.667, 7.075], "relative_energy_kcal_mol": 80.53, "multiplicity": 6, "charge": 1, "symbols": ["Fe", "C", "C", "C", "C", "C", "C", "C", "C", "C", "H", "H", "H", "H", "H", "H", "H", "H", "H", "H", "H", "H", "Se", "P", "Se", "C", "C", "C", "C", "C", "C", "C", "C", "C", "C", "C", "C", "H", "H", "H", "H", "H", "H", "H", "H", "H", "H", "O", "As", "C", "C", "C", "C", "C", "C", "C", "C", "C", "C", "C", "C", "C", "C", "C", "C", "C", "C", "H", "H", "H", "H", "H", "H", "H", "H", "H", "H", "H", "H", "H", "H", "H", "N", "C", "C", "C", "C", "C", "C", "C", "H", "H", "H", "H"], "positions_angstrom": [[1.36862, -0.03877, -0.70001], [2.89240, -3.70730, 0.71453], [3.30638, -2.27656, 0.52180], [3.54824, -1.46465, 1.62506], [3.97484, -0.15008, 1.47902], [4.21411, 0.71292, 2.68521], [4.19210, 0.34136, 0.19489], [3.96416, -0.43998, -0.94107], [4.35873, 0.06800, -2.30102], [3.48524, -1.74402, -0.75601], [3.67353, -4.25097, 1.24875], [2.71535, -4.20286, -0.23853], [1.97862, -3.77342, 1.30783], [3.42337, -1.87670, 2.62178], [5.10381, 0.38582, 3.22632], [3.36765, 0.65258, 3.37095], [4.35450, 1.75459, 2.39885], [4.61845, 1.33113, 0.07667], [5.44098, -0.00529, -2.42167], [4.08126, 1.11507, -2.43152], [3.90008, -0.51693, -3.09721], [3.35204, -2.38639, -1.61784], [-0.15620, -1.87861, 0.04212], [-0.72463, -1.68054, -2.05447], [1.04043, -0.73344, -2.95637], [-0.94139, -3.38732, -2.65395], [-0.07172, -3.92477, -3.59371], [-0.21916, -5.24830, -3.98453], [-1.23196, -6.02376, -3.44245], [-2.09764, -5.48357, -2.50035], [-1.95322, -4.16671, -2.09815], [-2.25305, -0.81467, -2.52238], [-2.29921, -0.36962, -3.82226], [-3.51278, -0.10169, -4.45988], [-4.73136, -0.42652, -3.80875], [-4.74066, -0.83129, -2.52086], [-3.50234, -0.87267, -1.67772], [0.71477, -3.31188, -4.01455], [0.46562, -5.66893, -4.70924], [-1.34697, -7.05377, -3.75297], [-2.88171, -6.09342, -2.07110], [-2.61057, -3.75538, -1.34146], [-1.37944, -0.27151, -4.38819], [-3.52165, 0.27418, -5.47313], [-5.65623, -0.36271, -4.36779], [-5.67589, -1.05488, -2.02022], [-3.49613, -1.80112, -1.09133], [1.09155, 0.87504, 1.11458], [-0.32178, 1.04139, 1.99030], [-0.64556, -0.45450, 3.16436], [0.42735, -1.27607, 3.48856], [0.23729, -2.35768, 4.33281], [-1.02385, -2.61108, 4.85556], [-2.08912, -1.77637, 4.54776], [-1.90517, -0.69301, 3.70157], [-0.09127, 2.55775, 3.13585], [1.14027, 3.19923, 3.15336], [1.35598, 4.23294, 4.05199], [0.34185, 4.61600, 4.91803], [-0.89333, 3.98063, 4.88557], [-1.11438, 2.94323, 3.99550], [-1.85460, 1.28475, 0.83884], [-2.57462, 0.19679, 0.44896], [-3.64295, 0.27761, -0.59032], [-3.78024, 1.65079, -1.16801], [-3.10035, 2.71461, -0.67899], [-2.11322, 2.56934, 0.32254], [1.40072, -1.06309, 3.05904], [1.06691, -3.00557, 4.58427], [-1.17982, -3.46104, 5.50658], [-3.06713, -1.97107, 4.96797], [-2.74078, -0.04555, 3.46281], [1.90376, 2.87688, 2.45597], [2.31305, 4.73673, 4.07776], [0.51351, 5.41704, 5.62491], [-1.68039, 4.29552, 5.55757], [-2.07405, 2.43971, 3.96538], [-2.41394, -0.76770, 0.90940], [-4.60329, 0.02670, -0.10289], [-4.50651, 1.77837, -1.96098], [-3.28502, 3.70265, -1.08178], [-1.55216, 3.42471, 0.67734], [0.67465, 6.91341, -3.00397], [0.79861, 5.82478, -2.65697], [0.93354, 4.46419, -2.23126], [-0.01323, 3.52502, -2.62877], [0.10367, 2.20516, -2.22123], [1.17085, 1.80472, -1.43010], [2.10670, 2.74975, -1.02474], [1.99490, 4.07329, -1.41772], [-0.83806, 3.82599, -3.26128], [-0.64696, 1.49935, -2.54916], [2.92479, 2.46736, -0.37829], [2.72053, 4.80662, -1.09179]], "forces_ev_per_angstrom": [[-0.17, 0.55, 1.11], [0.00, 0.03, 0.01], [0.00, 0.00, 0.09], [0.05, -0.01, -0.09], [0.03, 0.02, -0.01], [0.01, -0.04, -0.05], [0.05, -0.06, 0.04], [0.10, -0.02, 0.15], [-0.05, 0.02, 0.00], [0.19, -0.01, 0.04], [0.00, -0.03, -0.02], [-0.02, -0.01, 0.01], [0.00, -0.01, -0.01], [0.00, 0.00, -0.01], [-0.01, 0.01, 0.01], [0.00, 0.04, 0.02], [0.01, 0.01, 0.04], [-0.06, 0.02, -0.01], [0.00, 0.00, 0.01], [0.00, 0.00, -0.02], [0.01, -0.02, -0.01], [-0.11, 0.04, -0.02], [-0.20, -0.20, -0.34], [0.04, -0.63, -0.02], [-0.21, -0.20, -0.30], [0.11, 0.34, -0.06], [-0.12, 0.02, 0.00], [0.04, 0.00, -0.03], [0.04, -0.02, -0.05], [-0.08, 0.01, 0.07], [0.03, -0.03, -0.06], [0.27, -0.04, 0.14], [0.08, 0.06, 0.21], [-0.12, 0.02, -0.05], [-0.04, -0.01, -0.03], [-0.04, -0.01, -0.02], [0.00, 0.01, 0.10], [0.03, -0.04, -0.01], [-0.04, -0.02, -0.01], [0.00, 0.00, 0.02], [0.00, 0.00, -0.01], [0.00, -0.06, 0.00], [0.02, -0.01, -0.01], [0.02, -0.03, 0.00], [-0.02, 0.03, 0.05], [0.00, -0.04, -0.03], [-0.05, 0.06, 0.03], [0.69, -0.32, -0.48], [-0.67, -0.04, 0.27], [0.07, 0.07, -0.21], [0.10, 0.12, -0.16], [-0.02, -0.03, 0.04], [-0.01, 0.00, -0.01], [-0.03, -0.02, 0.04], [0.01, 0.08, -0.05], [0.03, -0.02, -0.15], [-0.05, -0.10, -0.14], [-0.01, 0.01, 0.01], [0.03, 0.02, 0.01], [-0.03, 0.03, 0.03], [0.01, -0.05, -0.10], [0.10, -0.12, 0.13], [-0.12, 0.07, 0.15], [0.05, -0.07, -0.09], [-0.03, -0.04, 0.00], [0.05, 0.05, -0.16], [0.14, 0.11, 0.12], [-0.04, -0.06, 0.03], [0.01, 0.01, -0.01], [0.02, 0.01, 0.01], [0.00, 0.01, -0.01], [-0.02, -0.03, -0.02], [0.06, 0.04, 0.05], [-0.01, 0.01, 0.00], [-0.01, 0.01, -0.01], [0.00, -0.02, 0.00], [-0.01, 0.03, 0.06], [-0.01, 0.05, -0.01], [0.02, -0.01, 0.01], [0.02, 0.06, 0.02], [0.00, -0.01, -0.04], [-0.01, 0.02, -0.05], [0.01, -0.06, 0.04], [0.01, 0.27, -0.08], [-0.02, -0.24, 0.06], [-0.05, 0.03, 0.09], [-0.07, 0.08, -0.10], [0.01, 0.24, -0.21], [0.05, -0.05, 0.12], [-0.05, 0.05, -0.04], [-0.01, 0.02, 0.01], [-0.01, 0.02, 0.02], [-0.02, 0.02, 0.03], [0.02, -0.01, -0.02]], "mulliken_spin": [3.222, -0.003, -0.023, 0.042, -0.037, 0.001, 0.043, -0.028, 0.017, 0.073, 0.001, -0.002, 0.000, 0.004, 0.001, 0.000, 0.000, 0.003, -0.001, -0.002, -0.003, 0.007, 0.053, 0.019, -0.128, 0.019, 0.001, -0.004, 0.004, -0.001, -0.002, 0.311, -0.027, 0.348, -0.051, 0.251, 0.063, 0.002, 0.000, 0.000, 0.000, 0.005, 0.008, 0.008, 0.005, 0.005, 0.058, -0.114, 0.001, 0.011, -0.005, 0.001, 0.000, 0.003, 0.003, 0.006, -0.002, 0.001, 0.000, 0.001, -0.004, 0.052, 0.204, 0.116, 0.266, -0.042, 0.361, -0.001, 0.000, 0.000, 0.000, -0.009, 0.004, 0.000, 0.000, 0.000, 0.002, -0.016, 0.060, -0.009, 0.005, 0.015, 0.005, -0.002, 0.008, 0.001, -0.049, -0.146, 0.031, -0.008, 0.001, -0.007, -0.007, 0.000]}

---

(2)
{"formula": "C46H41N9O14", "method": "the ωB97M-V functional and the def2-TZVPD basis", "gap_ev": 8.448, "smiles": "O=[N+]([O-])c1ccccc1.O=[N+]([O-])c1ccccc1.O=[N+]([O-])c1ccccc1.O=[N+]([O-])c1ccccc1.O=[N+]([O-])c1ccccc1.O=[N+]([O-])c1ccccc1.O=[N+]([O-])c1ccccc1.CC#N.CC#N", "relative_energy_kcal_mol": 25.23, "symbols": ["C", "C", "N", "H", "H", "H", "C", "C", "N", "H", "H", "H", "C", "C", "C", "C", "C", "C", "N", "O", "O", "H", "H", "H", "H", "H", "C", "C", "C", "C", "C", "C", "N", "O", "O", "H", "H", "H", "H", "H", "C", "C", "C", "C", "C", "C", "N", "O", "O", "H", "H", "H", "H", "H", "C", "C", "C", "C", "C", "C", "N", "O", "O", "H", "H", "H", "H", "H", "C", "C", "C", "C", "C", "C", "N", "O", "O", "H", "H", "H", "H", "H", "C", "C", "C", "C", "C", "C", "N", "O", "O", "H", "H", "H", "H", "H", "C", "C", "C", "C", "C", "C", "N", "O", "O", "H", "H", "H", "H", "H"], "positions_angstrom": [[0.04792, 6.93224, -0.85539], [0.04785, 5.90370, 0.17671], [0.08367, 5.08141, 0.98214], [-0.44151, 6.57728, -1.76273], [1.07587, 7.12249, -1.15619], [-0.49169, 7.78946, -0.46363], [1.71934, 1.46977, 1.38984], [1.33891, 0.72684, 0.20633], [0.96594, 0.13471, -0.70473], [1.28977, 0.96665, 2.26036], [1.39425, 2.50776, 1.40440], [2.80433, 1.42094, 1.50180], [1.93348, 1.16655, 5.46160], [3.03792, 0.61180, 6.07543], [3.33944, -0.73016, 5.91509], [2.48640, -1.52829, 5.18712], [1.34750, -1.00315, 4.60677], [1.07867, 0.34389, 4.73617], [2.87180, -2.89621, 4.83656], [3.81099, -3.39593, 5.43606], [2.25273, -3.41325, 3.94455], [1.68610, 2.21456, 5.56284], [3.74849, 1.21273, 6.62912], [4.20982, -1.18451, 6.36771], [0.66028, -1.59436, 4.01462], [0.20569, 0.75000, 4.23962], [-1.85877, -3.15912, 1.18597], [-3.13969, -3.67601, 1.34057], [-4.20193, -3.08534, 0.66708], [-4.00543, -1.88623, 0.01723], [-2.73468, -1.36249, -0.13777], [-1.65379, -2.02615, 0.40760], [-5.14920, -1.17123, -0.54690], [-4.94612, -0.06483, -1.00746], [-6.23777, -1.70730, -0.49805], [-1.00689, -3.57568, 1.71177], [-3.29065, -4.59005, 1.89747], [-5.17398, -3.53153, 0.83345], [-2.60331, -0.43341, -0.66764], [-0.66488, -1.59844, 0.29422], [4.66415, -3.20068, -1.45184], [4.16854, -2.12365, -0.72824], [3.02943, -2.26437, 0.02662], [2.41935, -3.50415, 0.11698], [2.89631, -4.57564, -0.59929], [4.01021, -4.42785, -1.39691], [1.21190, -3.67304, 0.91961], [0.88524, -2.74942, 1.65403], [0.63502, -4.72230, 0.85565], [5.57017, -3.09688, -2.03396], [4.65483, -1.16018, -0.82027], [2.62006, -1.50445, 0.67557], [2.45414, -5.55825, -0.49920], [4.37076, -5.24950, -2.00137], [-2.50969, 2.91413, 0.65948], [-3.66335, 3.33422, 0.01914], [-3.85713, 2.92136, -1.29599], [-2.96661, 2.08435, -1.93251], [-1.80861, 1.68989, -1.29712], [-1.62521, 2.06804, 0.01639], [-3.15704, 1.76250, -3.34172], [-2.19666, 1.35807, -3.95245], [-4.27481, 1.88439, -3.80668], [-2.29156, 3.21999, 1.67288], [-4.39574, 3.99952, 0.45252], [-4.75775, 3.20414, -1.82795], [-1.08632, 1.00524, -1.72274], [-0.78258, 1.67599, 0.56303], [0.09428, -1.80280, -3.38299], [0.00011, -3.00553, -2.70003], [0.72834, -4.10738, -3.12660], [1.60967, -3.95005, -4.18488], [1.76376, -2.75076, -4.82754], [1.01632, -1.66176, -4.41005], [2.35020, -5.11579, -4.65758], [2.29500, -6.13260, -3.98779], [2.99373, -4.99732, -5.68414], [-0.55934, -1.00631, -3.04749], [-0.69085, -3.21674, -1.89109], [0.61801, -5.09524, -2.70427], [2.45100, -2.59883, -5.64723], [1.11360, -0.71741, -4.92829], [-5.66984, 0.95518, 3.35555], [-4.87604, 2.07429, 3.60201], [-3.50304, 1.93598, 3.61978], [-2.93527, 0.68395, 3.48163], [-3.71484, -0.45566, 3.45150], [-5.08667, -0.30332, 3.37623], [-1.47277, 0.55362, 3.56906], [-0.99699, -0.55365, 3.53528], [-0.81112, 1.57861, 3.65518], [-6.73366, 1.08966, 3.21505], [-5.34581, 3.04727, 3.53669], [-2.89438, 2.80378, 3.82776], [-3.29513, -1.44136, 3.57968], [-5.69076, -1.20267, 3.36700], [3.18796, 1.42755, -3.48934], [1.87618, 1.80740, -3.28147], [1.49746, 3.11930, -3.52227], [2.39574, 3.98640, -4.11288], [3.71593, 3.61165, -4.33526], [4.13558, 2.35714, -3.96010], [1.96964, 5.35378, -4.39606], [0.99589, 5.78160, -3.81916], [2.67863, 6.01512, -5.13519], [3.52373, 0.41076, -3.31864], [1.14981, 1.08402, -2.94286], [0.46829, 3.43934, -3.40830], [4.43609, 4.35447, -4.65545], [5.15771, 2.01373, -4.02876]], "forces_ev_per_angstrom": [[-0.14, -0.41, -0.16], [0.11, -0.62, 0.20], [-0.03, 0.30, -0.27], [-0.17, -0.10, 0.16], [-0.01, 0.42, 0.22], [0.27, 0.29, -0.17], [0.47, -0.34, 0.61], [-0.37, 0.20, -0.28], [0.16, -0.05, 0.09], [0.04, 0.04, -0.07], [-0.10, 0.03, -0.34], [-0.03, 0.12, 0.01], [-0.36, -0.28, 0.02], [0.74, 0.17, 0.12], [0.16, -0.42, 0.39], [-0.15, 0.47, -0.48], [0.04, -0.25, -0.18], [0.84, -0.40, 0.82], [0.59, 0.25, 0.79], [-0.24, 0.00, -0.17], [-0.20, -0.73, -0.40], [0.17, 0.12, 0.02], [-0.16, 0.12, 0.08], [0.08, 0.13, -0.05], [0.57, -0.24, 0.20], [2.50, -0.36, 1.36], [-0.01, 0.06, 0.44], [0.42, -0.01, -0.78], [-0.40, -0.37, 1.22], [0.26, -0.37, -0.20], [-0.11, 0.21, -0.24], [-0.11, 0.22, 0.30], [-0.16, 0.09, 0.05], [0.00, 0.05, -0.08], [-0.01, -0.03, 0.01], [-0.59, -0.08, -0.15], [-0.07, 0.05, 0.10], [-0.15, 0.30, -0.44], [-0.07, -0.05, -0.03], [-0.05, -0.08, -0.01], [-0.18, -0.21, 0.07], [0.26, 0.26, -0.54], [-0.49, -0.20, 1.14], [0.31, 0.24, -0.68], [-0.08, -0.96, 0.05], [0.48, 0.41, -0.29], [0.88, 1.08, 0.74], [0.40, -0.10, -0.37], [-0.47, -1.03, -0.14], [-0.06, 0.05, -0.09], [0.01, -0.01, 0.21], [0.13, 0.26, -0.31], [-0.24, 0.15, -0.07], [-0.01, -0.11, 0.16], [-0.24, 0.12, 0.40], [0.33, -0.17, -0.86], [-1.03, 0.02, -0.07], [0.58, 0.88, 0.29], [0.23, -0.58, 0.27], [0.10, 0.06, 0.21], [-0.99, -0.30, 0.11], [0.62, -0.21, -0.38], [0.23, 0.15, 0.05], [0.01, 0.06, -0.04], [0.09, -0.03, 0.24], [0.10, 0.06, -0.02], [-0.10, 0.17, -0.31], [0.04, 0.14, -0.03], [-0.07, 0.00, 0.70], [-0.12, -1.13, -0.19], [0.30, 0.08, -0.27], [-0.40, -0.26, 0.26], [0.28, 0.96, -0.35], [-0.45, 0.07, 0.02], [0.36, -0.21, -0.09], [0.03, 0.09, -0.13], [-0.08, -0.09, 0.17], [0.20, 0.23, -0.26], [-0.10, 0.57, -0.03], [-0.04, 0.10, 0.22], [0.06, -0.37, 0.01], [0.01, 0.01, 0.00], [0.22, 0.20, 0.43], [-0.44, -0.33, -1.34], [0.16, 0.55, 0.49], [0.00, 0.03, 0.85], [-0.05, -0.11, 0.14], [-0.28, -0.35, -0.07], [-1.82, 0.13, -0.63], [-0.82, -0.30, -0.70], [-2.04, 1.48, -1.44], [-0.04, -0.17, 0.08], [0.18, 0.09, 0.45], [0.20, -0.06, -0.24], [0.24, -0.01, -0.36], [-0.09, 0.11, -0.17], [0.67, 0.34, -0.28], [0.01, -0.06, 0.00], [-0.61, 0.03, -0.73], [0.20, -0.65, 0.47], [0.50, 0.84, 0.30], [-0.85, -1.05, 0.23], [1.05, 0.42, -0.12], [-0.58, 0.05, 0.10], [-0.29, -0.18, 0.01], [-0.21, 0.00, 0.17], [-0.01, 0.05, 0.10], [0.08, -0.05, 0.20], [-0.16, -0.05, -0.26], [0.12, 0.33, -0.22]], "lowdin_charge": [-0.062, -0.262, 0.139, 0.073, 0.085, 0.084, -0.025, -0.246, 0.201, 0.065, 0.077, 0.097, -0.049, -0.074, -0.010, -0.141, 0.004, -0.081, -0.349, 0.075, 0.080, 0.110, 0.106, 0.118, 0.095, 0.000, -0.065, -0.050, -0.010, -0.154, 0.009, -0.072, -0.341, 0.080, 0.082, 0.079, 0.111, 0.120, 0.087, 0.077, -0.057, -0.064, -0.012, -0.140, -0.013, -0.062, -0.313, 0.017, 0.095, 0.109, 0.106, 0.093, 0.128, 0.112, -0.078, -0.042, -0.007, -0.172, -0.035, -0.069, -0.349, 0.072, 0.091, 0.085, 0.109, 0.125, 0.079, 0.070, -0.064, -0.053, -0.003, -0.164, -0.004, -0.059, -0.348, 0.064, 0.078, 0.089, 0.099, 0.121, 0.122, 0.106, -0.047, -0.055, -0.027, -0.126, 0.006, -0.056, -0.277, 0.072, 0.046, 0.112, 0.113, 0.120, 0.122, 0.115, -0.062, -0.077, 0.009, -0.151, -0.009, -0.059, -0.350, 0.066, 0.083, 0.102, 0.062, 0.119, 0.121, 0.107]}

---

| no. | F_max (eV Å⁻¹) |
| --- | --- |
| 1 | 1.2 |
| 2 | 2.9 |